{
  "formula": "C27H25N3O3PScSe",
  "method": "ωB97M-V/def2-TZVPD",
  "species": ["Sc", "C", "C", "C", "C", "C", "C", "P", "C", "C", "C", "C", "C", "C", "C", "C", "C", "C", "C", "C", "H", "H", "H", "H", "H", "H", "H", "H", "H", "H", "H", "H", "H", "H", "C", "C", "C", "C", "C", "C", "O", "N", "C", "O", "N", "C", "O", "H", "H", "H", "H", "H", "H", "H", "H", "H", "H", "H", "Se", "C", "N"],
  "positions_angstrom": [[-0.487591, 0.781604, 0.160629], [0.805515, -1.936249, -3.347045], [0.668819, -2.571232, -2.119734], [1.092413, -1.941643, -0.959118], [1.672510, -0.672746, -1.019807], [1.803385, -0.037819, -2.261367], [1.370026, -0.668077, -3.418141], [2.314169, 0.246155, 0.441812], [4.089641, -0.151998, 0.493530], [4.601478, -1.354889, 0.013826], [5.956470, -1.629264, 0.131562], [6.806394, -0.707942, 0.732324], [6.302208, 0.494366, 1.207657], [4.947431, 0.774461, 1.081249], [1.522276, -0.688055, 1.794431], [2.203890, -1.401988, 2.769131], [1.477348, -2.050983, 3.763825], [0.091435, -1.980792, 3.763446], [-0.572671, -1.258201, 2.776389], [0.116251, -0.588514, 1.767871], [0.456319, -2.424068, -4.248521], [0.213423, -3.552153, -2.062643], [0.965405, -2.432863, -0.004649], [2.208355, 0.967381, -2.305957], [1.461385, -0.163521, -4.371524], [3.942264, -2.077388, -0.453844], [6.350056, -2.565804, -0.245187], [7.863432, -0.926821, 0.825011], [6.963276, 1.218322, 1.667962], [4.552754, 1.718585, 1.438144], [3.287010, -1.458883, 2.756862], [1.993970, -2.611178, 4.533622], [-0.476929, -2.487839, 4.535565], [-1.656526, -1.217499, 2.809510], [-0.075811, 4.968451, 2.766381], [-1.336244, 5.138350, 1.920602], [-1.153186, 4.706645, 0.463153], [-2.505687, 4.832922, -0.291558], [-2.476588, 4.470707, -1.772012], [-0.136840, 5.607965, -0.216661], [-0.168959, 6.810928, -0.111291], [0.810360, 4.986899, -1.006629], [0.986417, 3.616755, -1.192666], [1.865570, 3.210232, -1.914207], [0.164564, 2.790112, -0.452357], [-0.742837, 3.271552, 0.382875], [-1.335638, 2.406473, 1.111306], [-0.232752, 5.367686, 3.768930], [0.770496, 5.508258, 2.330809], [0.198631, 3.916252, 2.869603], [-1.633148, 6.185922, 1.901289], [-2.160156, 4.560640, 2.337186], [-2.817842, 5.869488, -0.160980], [-3.217992, 4.198042, 0.237196], [-1.781254, 5.099833, -2.333822], [-3.468519, 4.617069, -2.200094], [-2.203291, 3.426372, -1.937243], [1.464649, 5.581654, -1.493223], [-1.843590, 0.202071, -2.009198], [-3.090256, 0.656024, -0.740836], [-3.824089, 0.942430, 0.110124]],
  "forces_ev_per_a": [[-0.05, -0.01, -0.29], [0.01, 0.03, -0.01], [-0.04, 0.01, -0.01], [0.01, -0.12, -0.09], [0.20, 0.06, 0.08], [-0.13, 0.11, 0.03], [-0.02, -0.07, 0.00], [-0.13, -0.15, 0.11], [-0.05, 0.06, 0.02], [0.04, -0.04, -0.01], [-0.01, 0.00, -0.01], [-0.02, 0.00, 0.00], [-0.03, -0.01, -0.02], [0.05, 0.00, 0.01], [0.20, -0.17, 0.04], [-0.02, -0.09, 0.06], [-0.02, 0.03, -0.02], [0.06, -0.04, 0.03], [-0.14, -0.01, 0.00], [0.21, 0.10, 0.01], [0.01, 0.01, 0.01], [0.02, 0.03, -0.01], [0.02, -0.02, 0.05], [0.02, -0.03, -0.01], [0.00, -0.01, 0.01], [0.01, 0.02, 0.01], [-0.02, 0.04, 0.01], [-0.04, 0.01, -0.01], [-0.03, -0.02, -0.01], [0.01, -0.01, 0.00], [-0.02, 0.00, 0.01], [0.00, 0.01, -0.01], [0.04, 0.02, -0.03], [-0.02, 0.00, 0.00], [-0.03, 0.03, -0.04], [0.13, 0.04, 0.12], [0.08, -0.01, -0.08], [0.00, 0.04, 0.00], [0.02, 0.03, 0.02], [-0.01, 0.05, -0.15], [0.02, -0.04, -0.02], [-0.16, -0.04, 0.08], [0.16, 0.04, 0.27], [-0.13, -0.02, -0.11], [0.09, 0.17, -0.01], [-0.05, -0.03, 0.13], [0.05, 0.28, -0.09], [0.00, -0.03, -0.03], [-0.06, -0.03, 0.03], [0.00, 0.01, -0.01], [-0.03, 0.03, 0.00], [-0.01, -0.03, 0.03], [-0.03, 0.03, -0.01], [-0.03, -0.02, 0.00], [-0.02, -0.02, 0.03], [0.03, -0.02, 0.00], [0.01, -0.01, 0.01], [0.02, 0.04, -0.03], [-0.04, -0.13, -0.12], [-0.34, -0.03, 0.13], [0.20, -0.07, -0.14]],
  "lowdin_charge": [0.8133, -0.0866, -0.0785, -0.1039, -0.4377, -0.1077, -0.0814, 1.0758, -0.3708, -0.0783, -0.0757, -0.0822, -0.0805, -0.0986, -0.4421, -0.0854, -0.0840, -0.0909, -0.1172, -0.2536, 0.1098, 0.1125, 0.1117, 0.0888, 0.1132, 0.1073, 0.1053, 0.1042, 0.1045, 0.1019, 0.1011, 0.1013, 0.1013, 0.0960, -0.0610, -0.1663, -0.3076, -0.1408, -0.0588, -0.4094, 0.1184, 0.2198, -0.4944, 0.0867, 0.0935, -0.4229, -0.0668, 0.0797, 0.0823, 0.0774, 0.1233, 0.1257, 0.1281, 0.1252, 0.0833, 0.0843, 0.0513, 0.1675, 0.6702, -0.8610, 0.0794],
  "de_lowest_ev": 0.638,
  "e_homo_ev": -8.5,
  "gap_ev": 8.35
}